Entry 1:
Formula: C38H67O15Y
Source: the OMol25 dataset
Level of theory: the ωB97M-V functional and the def2-TZVPD basis

Summary:
- energy above the lowest of the compared OMol25 structures with the same formula, charge and spin (kcal/mol) = 50.0
- HOMO (eV) = -12.950
- energy (eV) = -72232.172

```
! RIJCOSX wB97M-V def2-TZVPD def2/J DEFGRID3
* xyz 2 1
Y 1.6490 -2.9891 -2.4748
C 0.3777 0.1613 0.6352
C -0.1952 -0.5426 -0.5929
O 0.6217 -1.5041 -1.1838
H 1.0957 0.9437 0.3879
H 0.8334 -0.5625 1.3159
H -0.4487 0.6348 1.1632
H -0.4442 0.2566 -1.3069
H -1.1474 -1.0050 -0.2970
C 1.1736 0.5849 5.1434
C -0.2184 0.3543 5.7318
C -0.3330 -1.1690 5.7532
O 0.4509 -1.6138 4.6333
C 1.6148 -0.7902 4.6068
H 1.9276 0.9830 5.8220
H 1.1384 1.3369 4.3466
H -1.0433 0.7216 5.1214
H -0.3204 0.8187 6.7112
H -1.3523 -1.5203 5.5916
H 0.0422 -1.6526 6.6622
H 2.0295 -0.7651 3.6011
H 2.3322 -1.2216 5.3151
C 0.0527 3.6368 -0.9232
C 1.1269 2.9628 -1.7930
C 2.4495 3.1834 -1.0370
O 2.0935 3.9256 0.1363
C 0.9066 4.6498 -0.1594
H -0.3943 2.9379 -0.2149
H -0.7186 4.0466 -1.5740
H 1.1830 3.3607 -2.8085
H 0.9082 1.8999 -1.9455
H 3.1781 3.8219 -1.5475
H 2.9121 2.2469 -0.7177
H 1.0771 5.5002 -0.8354
H 0.4599 4.9909 0.7691
C -1.2964 -5.2950 0.2477
C -2.3116 -4.6055 -0.6867
C -1.5591 -4.5154 -1.9827
O -0.1815 -4.1994 -1.5724
C 0.0747 -4.8591 -0.2824
H -1.3574 -6.3747 0.1260
H -1.4594 -5.0256 1.2858
H -2.5597 -3.6174 -0.3071
H -3.2264 -5.1837 -0.7826
H -1.8933 -3.6905 -2.6163
H -1.6059 -5.3843 -2.6424
H 0.6710 -4.2538 0.4085
H 0.6942 -5.7404 -0.4813
C -3.6554 2.3318 3.0760
C -3.6977 2.0295 1.5559
C -4.3512 3.2923 0.9497
O -4.3785 4.2566 1.9788
C -4.5853 3.5497 3.1790
H -2.6497 2.6392 3.3611
H -4.0378 1.5183 3.6858
H -4.2036 1.0803 1.3840
H -2.6799 1.8896 1.1745
H -5.3377 3.0387 0.5422
H -3.7405 3.7063 0.1459
H -5.6255 3.2632 3.3775
H -4.2954 4.1598 4.0361
O -1.9787 2.4760 -5.0362
C -0.8821 2.0616 -5.1984
O -0.0326 2.5540 -6.1332
C 1.1523 1.7643 -6.2075
C 1.2439 1.0870 -4.8287
C -0.2220 0.8838 -4.5083
H 2.0128 2.4045 -6.3878
H 1.1107 1.0264 -7.0129
H 1.7978 1.7580 -4.1791
H 1.8666 0.1882 -4.9044
H -0.3855 0.8322 -3.4335
H -0.6105 -0.0504 -4.9258
O -4.8705 -3.1049 -1.9435
C -4.4173 -2.0072 -1.9214
O -4.8457 -1.0672 -1.0418
C -4.1471 0.1729 -1.2293
C -3.6536 0.1106 -2.6722
C -3.4179 -1.3845 -2.8673
H -3.3111 0.2555 -0.5329
H -4.7567 1.0636 -1.1027
H -2.7836 0.7502 -2.8288
H -4.3902 0.4557 -3.3988
H -2.4154 -1.6384 -2.4839
H -3.4388 -1.6719 -3.9143
O 5.9034 2.2963 1.3051
C 5.3017 1.2831 1.3372
O 5.8387 0.1082 0.8769
C 4.9461 -0.9691 1.1793
C 3.5600 -0.3407 1.2141
C 3.8625 1.0483 1.7886
H 5.2492 -1.3265 2.1656
H 5.0098 -1.7771 0.4514
H 2.8745 -0.8467 1.8916
H 3.1237 -0.2431 0.2209
H 3.8804 1.0936 2.8785
H 3.2888 1.8779 1.3810
O 3.1666 -1.1269 -2.4474
C 4.1104 -0.3591 -2.7284
O 3.8996 0.8831 -2.9886
C 5.1702 1.5905 -3.2292
C 6.2442 0.6911 -2.6225
C 5.5779 -0.6945 -2.6752
H 5.1022 2.5819 -2.8008
H 5.2760 1.6089 -4.3136
H 6.4263 0.9524 -1.5803
H 7.1738 0.7131 -3.1804
H 5.7920 -1.2936 -1.7920
H 5.8553 -1.2712 -3.5622
O -4.8513 -2.4943 4.0564
C -3.8273 -2.3402 3.4837
O -3.1649 -1.1528 3.4845
C -2.0122 -1.1693 2.6353
C -1.7319 -2.6402 2.2939
C -3.0205 -3.3673 2.6884
H -1.1949 -0.6968 3.1763
H -2.2109 -0.5765 1.7376
H -0.8923 -3.0235 2.8745
H -1.5140 -2.7220 1.2273
H -2.9237 -4.2987 3.2358
H -3.6837 -3.5518 1.8330
*
```

Results of the Mulliken charge analysis, in e, for atoms 1 through 6: atom 1 (Y): 1.652, atom 2 (C): 0.227, atom 3 (C): 1.888, atom 4 (O): 0.063, atom 5 (H): -0.682, atom 6 (H): 0.254

---

Entry 2:
Formula: C38H68BF3MgN2Na2O17S
Source: the OMol25 dataset
Level of theory: the ωB97M-V functional and the def2-TZVPD basis

Summary:
- HOMO (eV) = -4.557
- energy (eV) = -112225.371

```
! RIJCOSX wB97M-V def2-TZVPD def2/J DEFGRID3
* xyz 0 1
C -2.7655 4.2091 -6.0688
C -1.8495 3.9964 -5.1313
B -2.1961 3.4901 -3.5904
C -2.9599 4.7066 -2.7874
C -1.7999 5.5303 -2.2213
C -0.9720 6.2234 -3.2294
O -1.8571 6.9529 -2.3767
O -2.9701 2.2491 -3.7171
C -2.1181 1.1271 -3.4375
C -1.3633 0.7049 -4.6844
C -0.6961 -0.6713 -4.6142
C -1.6844 -1.8094 -4.3846
O -1.8878 -2.0437 -2.9948
C -1.2563 1.7412 -2.2937
C -2.1912 1.7812 -1.1012
O -1.4964 2.3983 0.0035
N -2.3639 2.8049 1.0484
O -3.0886 1.9619 1.3992
C 0.0911 1.1271 -1.9547
O 0.0110 -0.1986 -1.4989
C 0.4099 -0.4347 -0.1916
C -0.5907 -0.6070 0.7542
C -0.3058 -0.8530 2.0834
C -1.3990 -1.0636 3.0938
C 1.0328 -0.9039 2.4583
C 2.0274 -0.7511 1.5131
C 1.7510 -0.5338 0.1639
C 2.9221 -0.4507 -0.7988
C 2.7531 -1.4172 -1.9811
C 3.2617 0.9685 -1.2655
O -0.9714 3.0364 -2.8219
H -2.5234 4.3374 -7.1163
H -3.8181 4.2448 -5.8073
H -0.8084 4.1269 -5.4956
H -3.5819 4.3831 -1.9429
H -3.4995 5.4031 -3.4371
H -1.2930 5.1352 -1.3431
H -1.3420 6.2574 -4.2476
H 0.0731 6.4594 -3.0047
H -2.7966 0.3497 -3.0882
H -2.0450 0.7198 -5.5346
H -0.5981 1.4622 -4.9019
H -0.2405 -0.8565 -5.5912
H 0.1235 -0.7153 -3.8993
H -1.2581 -2.7101 -4.8347
H -2.6144 -1.5587 -4.9038
H -2.1505 -2.9601 -2.8824
H -3.0829 2.3636 -1.3180
H -2.5063 0.7666 -0.8644
H 0.6090 1.7751 -1.2441
H 0.6818 1.1350 -2.8825
H -1.6222 -0.5444 0.4358
H -1.3427 -2.0717 3.5081
H -2.3782 -0.9404 2.6345
H -1.3011 -0.3693 3.9275
H 1.3050 -1.0684 3.4914
H 3.0645 -0.8059 1.8195
H 3.7763 -0.8133 -0.2237
H 3.7118 -1.7359 -2.3803
H 2.1340 -0.9839 -2.7641
H 2.2459 -2.3153 -1.6247
H 3.1043 1.7097 -0.4832
H 4.3173 1.0091 -1.5367
H 2.7286 1.2404 -2.1753
Mg 0.6547 3.9002 -3.8299
O 1.9046 -1.8017 5.7751
C 1.3775 -2.7247 6.3343
O 0.8252 -3.6929 5.5786
C 0.3444 -4.9245 6.1382
C -1.0799 -4.8111 6.6290
C 1.2433 -2.7849 7.8384
H 1.0235 -5.2794 6.9136
H 0.3918 -5.6416 5.3174
H -1.1653 -4.0913 7.4429
H -1.4206 -5.7795 6.9868
H -1.7225 -4.4708 5.8153
H 0.3416 -2.2450 8.1245
H 2.1034 -2.2809 8.2709
H 1.1942 -3.7917 8.2457
C 7.2768 3.7926 -4.9551
C 6.6784 2.7856 -5.9106
O 6.8997 1.4306 -5.4555
C 6.0667 0.9887 -4.5319
O 5.1516 1.5768 -4.0379
C 6.4068 -0.4774 -4.1862
F 7.7209 -0.6516 -4.0294
F 5.9956 -1.2776 -5.1792
F 5.7959 -0.8485 -3.0673
H 8.3368 3.5890 -4.8029
H 7.1664 4.7983 -5.3586
H 6.7830 3.7547 -3.9851
H 7.1609 2.8338 -6.8837
H 5.6112 2.9492 -6.0530
C -3.7241 -3.0343 -7.0359
O -3.7367 -1.7652 -7.6784
H -2.6840 -3.2943 -6.8588
H -4.2479 -2.9883 -6.0771
H -4.1792 -3.8062 -7.6620
H -4.6507 -1.5184 -7.8399
C -4.0360 9.0422 -3.5956
C -5.0541 9.0208 -4.7137
O -5.8024 8.0651 -4.8427
N -5.0939 10.0859 -5.5419
C -4.2699 11.2820 -5.5119
H -4.1598 8.1136 -3.0667
H -3.0153 9.0916 -3.9726
H -4.2133 9.8763 -2.9151
H -5.7938 10.0074 -6.2634
H -4.8925 12.1677 -5.3837
H -3.7148 11.3830 -6.4445
H -3.5595 11.2374 -4.6932
O 0.2447 -7.2750 8.0414
C -0.1470 -8.1634 8.9479
C -0.8988 -7.4197 10.2764
O -1.2285 -8.3180 11.1457
H 0.6572 -8.7419 9.4436
H -0.8990 -8.9030 8.6221
H -1.7171 -6.8610 9.7730
H -0.1248 -6.6795 10.5772
Na 2.1056 -7.9710 7.1274
Na -3.8327 6.9989 -1.8274
C 0.7455 -10.7544 11.3738
S 2.3990 -10.1153 11.1317
O 3.1698 -11.1416 10.3698
C 2.9024 -10.2275 12.8498
H 0.2608 -10.8055 10.4025
H 0.8138 -11.7509 11.8125
H 0.1808 -10.0735 12.0097
H 2.8105 -11.2604 13.1851
H 2.2737 -9.5694 13.4486
H 3.9399 -9.9070 12.9148
O 1.1593 7.9668 -1.7856
H 0.2063 7.8766 -1.8850
*
```

Results of the Mulliken charge analysis, in e, for atoms 1 through 6: atom 1 (C): -1.331, atom 2 (C): 0.678, atom 3 (B): 0.228, atom 4 (C): -1.677, atom 5 (C): 1.735, atom 6 (C): -1.597

---

Entry 3:
Formula: C38H68N6OsPSSi4
Source: the OMol25 dataset
Level of theory: the ωB97M-V functional and the def2-TZVPD basis

Summary:
- energy above the lowest of the compared OMol25 structures with the same formula, charge and spin (kcal/mol) = 30.3
- HOMO (alpha / beta) (eV) = -7.641 / -9.790
- expectation value of S² = 6.04
- energy (eV) = -103543.221

```
! RIJCOSX wB97M-V def2-TZVPD def2/J DEFGRID3
* xyz 1 5
Os -0.6018 0.2423 1.2481
C -3.6802 3.2743 0.7011
C -4.8376 2.5243 0.4581
C -4.8183 1.1587 0.6376
C -3.6112 0.5856 1.0249
N -2.4494 1.3121 0.9698
C -2.4787 2.6149 0.8911
C -3.4427 -0.7076 1.5305
C -4.5656 -1.5294 1.6494
C -4.3919 -2.7998 2.1445
C -3.1427 -3.2643 2.4814
C -2.0154 -2.5004 2.3303
C -2.0898 -1.2043 1.7654
H -3.7902 4.3913 0.8022
H -5.7482 3.0745 0.1517
H -5.6370 0.4715 0.3285
H -1.5149 3.1253 0.8864
H -5.5114 -1.1119 1.5267
H -5.2237 -3.4614 2.3291
H -3.1126 -4.3113 2.7752
H -1.0161 -2.8740 2.5964
S -0.9292 3.4915 4.6439
C -1.8234 2.0276 5.1137
C -1.6174 1.0425 4.1739
N -0.7879 1.4043 3.1122
C -0.2787 2.6193 3.3197
H -2.2457 1.8249 6.0786
H -2.1112 0.0676 4.0600
H 0.5855 3.0087 2.7951
C 2.2086 0.7940 5.0802
Si 1.7435 -0.9525 4.5106
C 3.2501 -2.0329 5.1317
C 0.2104 -1.5745 5.4001
Si 1.3307 -1.0974 2.1001
Si 1.6432 -3.5958 1.8420
C 3.5124 -3.8570 1.3921
C 1.2500 -4.5052 3.5404
C 0.6768 -4.3619 0.4406
Si 3.6133 -0.1338 1.4149
C 5.1571 -0.8202 2.1897
C 3.5867 -0.0673 -0.4817
C 3.6808 1.7971 1.7018
H 1.9403 0.8926 6.1485
H 1.5771 1.5705 4.5833
H 3.2747 0.8631 4.9714
H 3.4704 -1.4317 6.0485
H 4.0989 -2.0301 4.4776
H 3.0651 -3.1081 5.4310
H 0.5688 -2.2701 6.1556
H -0.5912 -2.1100 4.8988
H -0.3437 -0.6631 5.8779
H 4.0758 -3.9236 2.3328
H 3.8954 -3.1237 0.7002
H 3.7404 -4.8571 0.9184
H 0.8638 -3.9375 4.3546
H 2.2546 -4.8932 3.8726
H 0.5363 -5.3419 3.4257
H 0.9415 -3.9371 -0.5466
H -0.3636 -4.1708 0.6066
H 0.8616 -5.4492 0.3900
H 5.6368 -0.0825 2.8480
H 5.9080 -1.0876 1.4231
H 4.9526 -1.7288 2.8077
H 3.9062 -0.9820 -0.9789
H 4.2888 0.6843 -0.7619
H 2.6143 0.1831 -0.7955
H 4.4397 2.0305 2.4753
H 2.7627 2.2214 2.0140
H 3.8863 2.3592 0.7744
N -0.3270 0.6613 -0.5427
P -0.2044 0.9108 -2.1308
N 0.2433 2.5067 -2.4376
C 1.0693 3.1907 -1.4347
C 1.0473 4.7560 -1.5807
C 1.1607 5.2897 -2.9811
C 0.8517 4.1861 -4.0392
C -0.2206 3.2740 -3.6033
N 0.8102 -0.0937 -3.1255
C 1.0061 0.2116 -4.5340
C 1.6486 -0.8851 -5.2888
C 1.0260 -2.2999 -5.1073
C 0.7849 -2.6435 -3.6279
C 1.1452 -1.5017 -2.6418
N -1.7496 0.7219 -2.9484
C -2.2162 -0.6757 -2.9307
C -3.1509 -0.9977 -4.0861
C -4.2924 0.1019 -4.2486
C -3.7473 1.4891 -4.0755
C -2.8792 1.6617 -2.7967
H 2.1055 2.8526 -1.5281
H 0.7888 2.9165 -0.4379
H 1.8245 5.1279 -0.9326
H 0.1076 5.0786 -1.1501
H 2.1672 5.6360 -3.1952
H 0.4874 6.1059 -3.1497
H 1.7345 3.5887 -4.2576
H 0.6733 4.6730 -5.0002
H -0.3477 2.5597 -4.3920
H -1.1539 3.8237 -3.4127
H 1.7596 1.0310 -4.5633
H 0.0220 0.5398 -4.9741
H 2.7081 -0.8382 -5.0930
H 1.6755 -0.6989 -6.3669
H 1.7268 -2.9952 -5.6102
H 0.1013 -2.2911 -5.6815
H 1.3948 -3.4960 -3.3126
H -0.2375 -3.0125 -3.4013
H 2.2330 -1.4732 -2.5507
H 0.6724 -1.7389 -1.6277
H -2.7878 -0.8822 -1.9495
H -1.3698 -1.3600 -2.9917
H -3.5710 -1.9742 -3.9139
H -2.6046 -1.0546 -5.0691
H -5.0771 -0.1148 -3.4858
H -4.9022 0.0120 -5.1514
H -4.4341 2.3297 -4.1775
H -3.1096 1.7042 -4.9431
H -3.3823 1.6730 -1.8335
H -2.4482 2.6474 -2.9271
*
```

Results of the Mulliken charge analysis, in e, for atoms 1 through 6: atom 1 (Os): 0.521, atom 2 (C): -1.121, atom 3 (C): -0.862, atom 4 (C): -0.751, atom 5 (C): 0.606, atom 6 (N): 0.363

---

- Number 1 is which compound?
  C38H67O15Y

---

- energy of number 1 (C38H67O15Y)?
  -72232.172 eV